1.
10
Properties=species:S:1:pos:R:3 method="wB97M-V/def2-TZVPD" de_lowest_ev=1.814 total_charge=-1 homo_ev=-3.5108
C 1.123 0.451 -0.004
C -0.414 -0.871 -0.302
O -1.326 0.857 1.540
O -1.945 1.196 -0.790
S -1.837 0.235 0.357
Cl 2.516 -0.503 0.351
Cl 0.099 -2.411 0.201
H 1.453 1.158 -0.847
H 0.859 0.910 0.844
H -0.528 -1.021 -1.350

=====

2.
32
Properties=species:S:1:pos:R:3 method="wB97M-V/def2-TZVPD" de_lowest_ev=0.000 homo_ev=-8.5716
C 3.784 2.122 0.091
C 2.274 2.056 0.218
C 1.556 2.272 -1.106
C 0.032 2.292 -0.983
C -0.517 0.942 -0.549
C -0.442 -0.171 -1.431
C -0.863 -1.409 -1.043
C -0.809 -2.594 -1.969
C -1.399 -1.536 0.279
C -1.913 -2.750 0.788
C -2.422 -2.818 2.060
C -2.429 -1.674 2.871
C -1.995 -0.462 2.386
C -1.473 -0.374 1.080
N -1.026 0.839 0.657
H 4.279 1.948 1.049
H 4.167 1.385 -0.627
H 4.111 3.108 -0.256
H 1.925 2.827 0.918
H 1.968 1.099 0.638
H 1.867 1.508 -1.831
H 1.862 3.249 -1.533
H -0.264 3.047 -0.231
H -0.416 2.557 -1.950
H -0.014 -0.042 -2.421
H -0.282 -2.341 -2.904
H -1.821 -2.933 -2.245
H -0.290 -3.451 -1.502
H -1.853 -3.641 0.169
H -2.817 -3.751 2.472
H -2.778 -1.740 3.908
H -2.003 0.437 2.998

=====

3.
100
Properties=species:S:1:pos:R:3 method="wB97M-V/def2-TZVPD" de_lowest_ev=0.000 multiplicity=2 total_charge=+1 homo_ev="-10.4495 / -9.8885"
Mn -0.192 -0.203 0.325
C -0.434 3.590 3.312
N -1.657 3.160 2.656
C -2.823 3.191 3.537
C -1.538 2.165 1.712
N -0.480 1.498 1.455
N -2.696 1.989 0.956
C -2.918 1.051 -0.029
N -4.070 1.243 -0.731
N -2.148 0.036 -0.201
H -0.637 4.522 3.836
H 0.345 3.777 2.575
H -0.073 2.857 4.042
H -3.014 4.217 3.846
H -2.652 2.581 4.431
H -3.711 2.808 3.042
H 0.270 1.669 2.112
H -3.349 2.751 1.007
H -4.572 2.109 -0.647
H -4.140 0.796 -1.633
H -2.509 -0.557 -0.941
C -0.188 -3.226 2.668
P -1.092 -1.895 1.797
C -2.331 -1.352 3.020
C -2.062 -2.957 0.652
C -3.207 -3.658 1.014
C -3.850 -4.479 0.099
C -3.345 -4.617 -1.187
C -2.199 -3.929 -1.557
C -1.555 -3.096 -0.646
P -0.093 -2.076 -1.045
C -0.221 -1.871 -2.861
C 1.345 -3.194 -0.927
H -0.906 -3.975 3.007
H 0.361 -2.832 3.520
H 0.514 -3.709 1.988
H -2.677 -2.175 3.646
H -3.184 -0.918 2.496
H -1.862 -0.602 3.654
H -3.610 -3.565 2.015
H -4.745 -5.013 0.388
H -3.846 -5.257 -1.902
H -1.820 -4.041 -2.565
H -0.136 -2.824 -3.383
H 0.590 -1.233 -3.220
H -1.167 -1.395 -3.126
H 1.178 -4.134 -1.455
H 1.575 -3.396 0.118
H 2.208 -2.683 -1.360
N 1.329 2.354 -3.721
C 1.798 2.839 -2.395
C 0.980 2.356 -1.205
N 0.950 0.888 -1.103
H 1.749 2.951 -4.428
H -0.176 2.149 -4.423
H 1.741 1.441 -3.894
H 1.796 3.929 -2.415
H 2.832 2.519 -2.238
H -0.035 2.747 -1.215
H 1.485 2.741 -0.317
H 1.903 0.574 -0.862
H 0.709 0.515 -2.014
C -2.675 3.853 -4.275
S -2.297 2.136 -4.146
O -1.013 2.009 -5.014
O -3.363 1.397 -4.747
O -1.952 1.836 -2.780
H -2.835 4.089 -5.324
H -1.844 4.426 -3.869
H -3.582 4.039 -3.705
O 3.349 -0.095 -0.117
C 2.969 -0.224 1.047
N 3.808 -0.311 2.114
C 3.088 -0.601 3.333
C 1.646 -0.396 2.811
O 0.670 -0.366 3.549
N 1.649 -0.299 1.459
C 3.155 -2.072 3.744
C 3.564 -3.052 2.849
C 3.528 -4.393 3.213
C 3.074 -4.762 4.469
C 2.659 -3.785 5.365
C 2.699 -2.447 5.005
C 3.511 0.342 4.448
C 2.749 1.434 4.839
C 3.221 2.309 5.810
C 4.458 2.100 6.398
C 5.222 1.004 6.017
C 4.747 0.130 5.053
H 4.798 -0.434 1.987
H 3.910 -2.776 1.861
H 3.859 -5.147 2.511
H 3.050 -5.806 4.753
H 2.307 -4.066 6.349
H 2.371 -1.687 5.703
H 1.768 1.582 4.411
H 2.615 3.153 6.114
H 4.824 2.780 7.155
H 6.185 0.828 6.477
H 5.339 -0.735 4.775

=====

4.
89
Properties=species:S:1:pos:R:3 method="wB97M-V/def2-TZVPD" de_lowest_ev=0.000 total_charge=-1 homo_ev=-5.5489
Pt -0.010 -0.388 0.103
O -1.900 1.083 -3.261
C -0.898 0.659 -2.694
O -0.824 -0.455 -2.050
C 0.396 1.490 -2.842
C 1.658 0.642 -3.019
C 2.803 1.505 -3.578
C 3.242 2.286 -2.312
C 2.208 1.788 -1.294
O 2.088 0.412 -1.670
C 0.829 2.395 -1.639
C -0.095 2.566 -0.424
O -0.545 3.683 -0.219
O -0.307 1.580 0.401
H 0.225 2.117 -3.717
H 1.506 -0.305 -3.523
H 2.459 2.157 -4.383
H 3.606 0.877 -3.964
H 3.215 3.369 -2.438
H 4.246 1.998 -1.999
H 2.490 1.854 -0.246
H 0.957 3.416 -1.994
C 4.204 -1.306 4.309
C 3.490 -2.368 3.766
C 2.232 -2.153 3.218
C 1.643 -0.888 3.211
C 2.380 0.163 3.759
C 3.646 -0.036 4.299
Si -0.018 -0.525 2.362
C -1.271 -1.801 3.015
C -2.412 -2.125 2.286
C -3.384 -2.985 2.785
C -3.233 -3.540 4.047
C -2.107 -3.227 4.800
C -1.144 -2.369 4.288
H 5.188 -1.469 4.733
H 3.917 -3.366 3.764
H 1.692 -2.998 2.804
H 1.958 1.164 3.754
H 4.194 0.802 4.715
H -0.424 0.742 3.028
H -2.550 -1.685 1.309
H -4.257 -3.217 2.184
H -3.988 -4.209 4.446
H -1.979 -3.656 5.788
H -0.268 -2.141 4.888
C -0.879 -5.946 -1.615
C -1.991 -4.932 -1.579
C -3.271 -5.326 -1.958
C -4.331 -4.431 -1.984
C -4.123 -3.105 -1.645
C -2.854 -2.692 -1.264
C -1.795 -3.592 -1.207
Sb 0.066 -2.787 -0.554
C 0.454 -4.424 0.833
C -0.692 -4.735 1.566
C -0.680 -5.663 2.596
C 0.499 -6.320 2.902
C 1.647 -6.019 2.185
C 1.652 -5.071 1.163
C 2.957 -4.760 0.488
C 1.369 -2.998 -2.253
C 2.725 -2.815 -1.990
C 3.689 -2.915 -2.980
C 3.295 -3.200 -4.278
C 1.946 -3.312 -4.566
C 0.958 -3.185 -3.585
C -0.474 -3.183 -4.053
H -1.223 -6.864 -2.096
H -0.534 -6.199 -0.613
H -0.013 -5.577 -2.171
H -3.436 -6.359 -2.249
H -5.314 -4.769 -2.291
H -4.931 -2.387 -1.694
H -2.669 -1.642 -1.068
H -1.629 -4.239 1.348
H -1.588 -5.851 3.156
H 0.535 -7.047 3.704
H 2.579 -6.514 2.435
H 3.766 -5.338 0.935
H 3.209 -3.703 0.597
H 2.924 -4.988 -0.579
H 3.043 -2.540 -0.993
H 4.733 -2.757 -2.737
H 4.029 -3.294 -5.070
H 1.630 -3.465 -5.592
H -0.503 -2.884 -5.102
H -1.077 -2.470 -3.496
H -0.936 -4.170 -3.977

=====

5.
18
Properties=species:S:1:pos:R:3 method="wB97M-V/def2-TZVPD" de_lowest_ev=1.623 total_charge=+1 homo_ev=-13.6970
N -1.992 -1.008 0.889
N -1.807 -0.146 -0.169
C -0.625 -0.092 -0.839
Cl -0.745 0.798 -2.183
N 0.152 -1.192 -0.687
C 1.559 -0.990 -0.833
C 2.142 -0.005 -0.144
Cl 3.829 0.104 -0.175
C 1.217 0.728 0.767
C 0.385 1.599 0.209
Cl -0.896 2.248 1.249
H -2.992 -1.117 0.967
H -1.504 -0.722 1.665
H -2.386 0.742 -0.222
H -0.051 -1.756 0.041
H 1.930 -1.582 -1.625
H 1.092 0.294 1.793
H 0.693 2.096 -0.704

=====

6.
45
Properties=species:S:1:pos:R:3 method="wB97M-V/def2-TZVPD" total_charge=+1 homo_ev=-12.0804
N 1.589 1.153 -5.626
C 1.654 -0.011 -5.075
C 0.506 -0.473 -4.095
C 1.014 -1.211 -2.786
O 0.649 -2.583 -2.677
C -0.751 -2.814 -2.469
C -1.605 -1.644 -1.842
N -0.850 -0.528 -1.177
C 0.624 -0.493 -1.427
B 1.205 1.047 -1.402
N 0.515 2.142 -2.157
O 2.369 1.416 -0.683
S 1.402 -1.450 -0.011
O 2.752 -1.898 -0.425
O 0.590 -2.628 0.376
F 1.548 -0.498 1.321
H 0.731 1.635 -5.310
H 2.478 -0.746 -5.266
H -0.219 0.365 -3.854
H -0.113 -1.227 -4.676
H 2.147 -1.194 -2.827
H -0.833 -3.706 -1.779
H -1.209 -3.131 -3.454
H -2.352 -2.032 -1.089
H -2.220 -1.185 -2.673
H -1.078 -0.533 -0.167
H -1.232 0.365 -1.546
H 0.411 2.974 -1.572
H 1.093 2.332 -2.983
H 3.049 0.715 -0.713
C 0.418 -0.193 4.188
C -0.159 1.021 3.479
O -1.579 1.056 3.468
C -2.218 1.092 4.737
C -1.846 2.304 5.573
H 0.033 -1.115 3.744
H 1.508 -0.196 4.111
H 0.157 -0.206 5.247
H 0.155 0.999 2.433
H 0.241 1.948 3.900
H -2.027 0.164 5.284
H -3.292 1.117 4.539
H -0.784 2.314 5.825
H -2.410 2.309 6.507
H -2.061 3.226 5.028

=====

7.
12
Properties=species:S:1:pos:R:3 method="wB97M-V/def2-TZVPD" de_lowest_ev=5.314 homo_ev="-8.2184 / -8.2203"
O 0.770 1.831 0.734
C -0.430 1.796 0.782
C -1.106 1.280 -0.457
O -1.999 1.591 -1.164
N 0.182 -0.021 -0.466
C 0.875 -1.233 -0.891
C 0.196 -1.166 0.431
H -1.023 1.819 1.708
H 1.980 -1.195 -0.870
H 0.485 -1.843 -1.697
H -0.734 -1.725 0.541
H 0.801 -1.134 1.349

=====

8.
152
Properties=species:S:1:pos:R:3 method="wB97M-V/def2-TZVPD" multiplicity=2 total_charge=+5 homo_ev="-20.5211 / -20.5211"
C -2.446 -6.487 2.410
C -1.230 -5.853 1.918
C -0.173 -5.794 3.136
N 1.116 -5.043 2.745
C 1.825 -5.638 1.528
C 0.831 -3.532 2.503
C 2.051 -2.819 2.996
C 2.605 -3.671 4.096
C 2.094 -5.047 3.913
H -2.331 -7.543 2.654
H -3.258 -6.393 1.689
H -2.828 -5.951 3.278
H -1.346 -4.820 1.591
H -0.871 -6.408 1.052
H 0.064 -6.786 3.521
H -0.660 -5.237 3.936
H 2.852 -5.299 1.662
H 1.253 -5.184 0.719
H 1.727 -6.720 1.447
H 0.600 -3.452 1.441
H -0.037 -3.323 3.128
H 2.682 -2.753 2.110
H 1.763 -1.844 3.390
H 3.689 -3.602 4.196
H 2.215 -3.332 5.055
H 2.835 -5.837 3.792
H 1.457 -5.152 4.791
C -0.358 4.438 2.326
C 0.020 4.892 3.699
C 1.444 5.390 3.555
N 1.878 6.226 4.751
C 1.620 5.387 6.037
C 1.108 7.613 4.781
C 2.240 8.707 4.972
C 3.423 8.029 4.304
C 3.434 6.565 4.629
H -0.170 5.266 1.643
H -1.382 4.120 2.130
H 0.245 3.689 1.813
H -0.108 4.043 4.370
H -0.584 5.736 4.033
H 1.711 6.052 2.732
H 2.205 4.615 3.466
H 0.550 5.266 6.208
H 1.971 6.028 6.845
H 2.120 4.442 5.824
H 0.316 7.530 5.525
H 0.685 7.908 3.820
H 2.472 8.908 6.018
H 2.077 9.695 4.543
H 4.347 8.569 4.509
H 3.145 8.137 3.256
H 3.952 6.329 5.558
H 3.872 5.987 3.815
C -6.036 1.028 3.711
C -5.313 0.688 2.430
C -4.960 -0.774 2.372
N -4.728 -1.401 0.989
C -3.785 -0.358 0.236
C -3.178 -0.965 -1.028
C -2.650 -2.417 -0.896
C -3.648 -3.362 -0.195
C -4.010 -2.725 1.239
C -6.032 -1.627 0.255
H -5.327 0.711 4.475
H -6.898 0.366 3.790
H -6.361 2.044 3.936
H -4.499 1.369 2.678
H -5.813 1.143 1.575
H -5.784 -1.297 2.857
H -4.082 -0.891 3.007
H -2.984 -0.375 0.975
H -4.090 0.682 0.125
H -2.388 -0.261 -1.291
H -3.888 -1.073 -1.848
H -1.692 -2.371 -0.378
H -2.223 -2.792 -1.826
H -3.307 -4.377 0.008
H -4.547 -3.637 -0.746
H -3.133 -2.437 1.817
H -4.618 -3.409 1.831
H -6.651 -2.279 0.870
H -5.786 -2.025 -0.730
H -6.534 -0.679 0.063
C 6.890 -4.503 -5.257
C 5.373 -4.202 -5.267
C 4.908 -3.797 -3.940
N 3.307 -3.613 -3.809
C 2.931 -3.333 -2.371
C 1.565 -2.881 -2.270
C 0.927 -1.852 -3.233
C 1.171 -2.338 -4.635
C 2.725 -2.693 -4.843
C 2.640 -4.949 -4.123
H 7.318 -5.020 -6.115
H 7.091 -5.278 -4.517
H 7.537 -3.643 -5.079
H 4.957 -5.192 -5.452
H 5.047 -3.527 -6.058
H 5.342 -2.828 -3.694
H 5.108 -4.635 -3.273
H 3.620 -2.535 -2.095
H 3.240 -4.210 -1.803
H 1.373 -2.575 -1.242
H 1.016 -3.817 -2.375
H 1.375 -0.918 -2.894
H -0.148 -1.842 -3.050
H 0.958 -1.483 -5.279
H 0.513 -3.091 -5.069
H 3.400 -1.837 -4.828
H 2.759 -3.071 -5.865
H 3.204 -5.748 -3.642
H 2.636 -5.227 -5.176
H 1.577 -4.908 -3.886
C 1.554 1.513 -4.745
C 0.461 2.514 -4.586
C -0.732 2.102 -3.790
N -1.867 3.180 -3.940
C -1.323 4.621 -3.840
C -0.700 4.915 -2.418
C -1.649 4.787 -1.336
C -2.301 3.370 -1.377
C -2.885 2.991 -2.762
C -2.746 3.114 -5.202
H 1.206 0.506 -4.976
H 2.047 1.515 -3.773
H 2.430 1.733 -5.355
H 0.363 2.982 -5.566
H 0.977 3.293 -4.025
H -0.531 2.058 -2.719
H -1.227 1.154 -4.004
H -0.705 4.906 -4.691
H -2.179 5.285 -3.960
H 0.200 4.318 -2.273
H -0.396 5.957 -2.520
H -1.092 4.831 -0.400
H -2.299 5.649 -1.182
H -1.578 2.696 -0.919
H -3.083 3.350 -0.619
H -3.242 1.968 -2.879
H -3.720 3.660 -2.973
H -3.071 2.079 -5.316
H -2.125 3.335 -6.070
H -3.554 3.838 -5.299
C 2.114 0.777 0.678
F 2.369 2.099 1.087
F 2.789 0.403 -0.510
F 2.660 -0.066 1.563
S 0.187 0.428 0.457
O -0.001 0.994 -0.863
O -0.013 -1.010 0.585
O -0.465 1.156 1.504